Record 1
DFT (ωB97M-V with the def2-TZVPD basis set) results for a structure of composition C22H27BClO3.

```
54
C22H27BClO3 ωB97M-V with the def2-TZVPD basis set
Cl -1.862 3.365 5.507
O 2.233 0.749 0.592
O 0.753 -1.628 -1.613
O 1.401 0.605 -1.929
C 1.159 0.728 -4.327
C -0.472 0.751 2.202
C 0.400 -2.073 -3.937
C -0.690 1.513 -2.777
C -1.373 -1.609 1.445
C 4.413 0.744 1.775
C -0.003 -1.141 -2.794
C -3.155 -0.480 0.328
C -0.847 -0.147 1.067
C -0.778 1.060 4.564
C -2.733 -1.875 0.709
C 0.419 0.421 -2.983
C -0.479 0.222 3.491
C 3.033 0.319 1.600
C 1.100 -0.223 0.484
C -0.732 2.999 3.075
C -2.111 0.420 0.465
C 2.459 -0.772 2.251
C 1.402 -1.211 1.469
C -1.488 -1.334 -2.442
C -1.021 2.431 4.336
C -0.325 2.143 2.043
B 1.088 -0.424 -1.085
H -3.465 -2.436 1.341
H -2.529 -2.516 -0.179
H 2.005 0.030 -4.511
H 1.589 1.745 -4.304
H 0.074 -3.097 -3.713
H -2.191 -0.965 -3.240
H 4.513 1.479 2.584
H -2.227 1.492 0.256
H -1.730 -2.406 -2.345
H -1.579 -1.705 2.519
H 4.883 -0.195 2.092
H 2.823 -1.263 3.159
H -0.908 4.067 2.905
H -0.218 2.465 -2.441
H -1.683 -0.881 -1.447
H -0.737 -2.442 1.146
H 0.427 0.662 -5.210
H -0.345 -0.841 3.659
H 0.792 -2.096 1.593
H 4.932 1.123 0.885
H -1.482 1.309 -2.027
H -0.919 0.647 5.555
H -0.159 -1.727 -4.831
H 1.481 -2.027 -4.120
H -4.108 -0.283 -0.186
H 0.116 2.547 1.113
H -1.146 1.761 -3.772
```

Results
- Orbital gap: 6.57 eV
- E_LUMO: -4.8 eV
- Net charge: +1



Record 2
DFT (ωB97M-V with the def2-TZVPD basis set) results for a cluster of 2 separate species, C9H10ClN in total.

```
21
C9H10ClN ωB97M-V with the def2-TZVPD basis set
Cl -2.837 1.152 -0.695
N -1.418 0.134 -1.012
C 1.208 2.231 0.450
C 0.812 -0.403 -0.590
C -2.414 -0.987 1.621
C 2.063 0.014 0.001
C 2.247 1.282 0.469
C -1.718 -1.398 0.636
C -0.023 1.808 0.020
C -0.190 0.543 -0.569
C 0.648 -1.628 -1.456
H 0.498 -1.299 -2.473
H -0.211 -2.150 -1.064
H 1.608 -2.155 -1.418
H 1.339 3.174 0.696
H -2.962 -0.010 1.403
H 3.189 1.486 0.935
H -0.796 2.502 -0.281
H -1.254 -2.327 0.464
H 2.888 -0.626 0.207
H -2.677 -1.343 2.655
```

Results
- Orbital gap (alpha / beta): 7.18 / 7.60 eV
- E_LUMO (alpha / beta): -0.9 / -0.5 eV



Record 3
DFT (ωB97M-V with the def2-TZVPD basis set) results for a cluster of 2 separate species, C6H9Cl2F3O2 in total.

```
22
C6H9Cl2F3O2 ωB97M-V with the def2-TZVPD basis set
Cl 0.443 -3.528 -1.549
Cl 0.150 -4.179 2.636
F -1.134 4.645 -0.764
F -0.546 4.224 -2.959
F 0.879 5.078 -1.566
O 0.072 2.352 -0.031
O 0.989 2.154 -2.115
C 0.340 2.802 -1.263
C 0.348 1.078 0.414
C 0.891 -3.540 0.134
C -0.331 -3.990 0.937
C -0.968 0.647 1.113
C -0.197 4.260 -1.599
H -0.754 -0.301 1.606
H -0.560 -5.002 0.601
H 1.101 -2.498 0.377
H 0.469 0.305 -0.344
H -1.743 0.440 0.374
H 1.733 -4.232 0.131
H -1.146 -3.273 0.843
H -1.233 1.283 1.957
H 1.197 1.275 1.068
```

Results
- Structure (SMILES): CCOC(=O)C(F)(F)F.ClCCCl
- Orbital gap: 11.56 eV
- E_LUMO: 0.6 eV



Record 4
DFT (ωB97M-V with the def2-TZVPD basis set) results for a cluster of 2 separate species, C6H12 in total.

```
18
C6H12 ωB97M-V with the def2-TZVPD basis set
C 1.390 -0.213 1.596
C 0.924 0.433 -0.891
C -0.507 0.543 -1.007
C -0.600 1.035 0.430
C -1.451 -1.307 -1.036
C 0.941 0.827 0.573
H 2.457 -0.433 1.477
H 1.231 0.137 2.624
H -2.427 -0.959 -0.691
H 1.455 1.777 0.779
H -1.247 0.461 1.102
H -1.120 0.862 -1.850
H -1.507 -1.669 -2.067
H -0.898 2.087 0.452
H 0.841 -1.155 1.465
H -0.079 -0.652 -0.936
H -1.089 -2.099 -0.365
H 1.684 0.326 -1.655
```

Results
- Orbital gap: 7.82 eV
- E_LUMO: 1.1 eV



Record 5
DFT (ωB97M-V with the def2-TZVPD basis set) results for a cluster of 2 separate species, C4H12 in total.

```
16
C4H12 ωB97M-V with the def2-TZVPD basis set
C -0.811 1.845 0.811
C 1.121 -1.259 -0.145
C -2.253 1.473 0.352
C 2.039 -2.048 -1.063
H -0.492 2.631 0.135
H 2.771 -2.617 -0.499
H -0.908 2.239 1.820
H -2.710 0.786 1.069
H 1.458 -2.681 -1.724
H 0.712 -0.343 -0.562
H 0.280 -1.869 0.202
H -0.244 0.930 0.792
H 1.550 -0.952 0.815
H -2.860 2.356 0.175
H -2.315 0.859 -0.552
H 2.660 -1.350 -1.627
```

Results
- Structure (SMILES): CC.CC
- Orbital gap: 12.76 eV
- E_LUMO: 1.1 eV



Record 6
DFT (ωB97M-V with the def2-TZVPD basis set) results for a structure of composition C41H37F5P2Sn.

```
86
C41H37F5P2Sn ωB97M-V with the def2-TZVPD basis set
Sn 0.952 1.175 -1.300
P -1.746 -1.055 -3.069
P 1.012 -2.470 -1.863
F 3.858 1.565 0.166
F 5.139 3.927 0.814
F 1.030 5.751 2.175
F -0.308 3.598 1.189
F 3.720 6.031 1.782
C -0.648 -2.791 -1.174
C 2.305 -4.498 -3.352
C 2.824 -3.106 0.270
C -0.556 1.527 4.137
C -1.241 2.846 4.279
C 3.430 -2.788 1.493
C -5.162 -2.171 -5.274
C 1.310 -1.238 0.581
C -0.797 3.926 4.948
C -3.572 -3.984 -5.427
C -1.780 -2.369 -1.796
C 3.116 2.651 0.543
C 2.612 -5.801 -3.746
C 1.048 3.636 1.055
C -2.883 1.429 -2.811
C 3.102 4.868 1.506
C -2.863 0.134 -2.252
C 1.399 -4.260 -2.297
C -4.242 -1.428 -4.515
C 0.181 4.032 6.079
C -4.486 0.835 -0.597
C 1.631 3.109 -2.202
C 1.737 2.608 0.425
C -2.660 -3.249 -4.662
C 0.812 1.396 4.848
C 1.720 4.752 1.604
C -3.697 2.414 -2.261
C 3.815 3.794 1.004
C -2.991 -1.965 -4.177
C 2.037 -0.818 1.690
C 2.267 3.491 4.719
C -3.654 -0.150 -1.139
C 1.874 2.279 4.293
C 3.071 -1.622 2.183
C 0.809 -5.363 -1.660
C 1.789 -2.299 -0.215
C 1.648 4.376 5.734
C 1.120 -6.672 -2.058
C -4.834 -3.452 -5.725
C 2.020 -6.897 -3.103
C -4.506 2.123 -1.156
H 0.095 -5.227 -0.847
H 0.655 -7.516 -1.545
H -5.158 2.892 -0.732
H -3.304 -4.979 -5.782
H 0.360 -0.737 0.337
H 3.318 -5.970 -4.557
H -2.768 -2.827 -1.600
H 2.422 1.837 3.448
H -6.145 -1.752 -5.505
H -0.688 -3.393 -0.249
H 0.182 3.152 6.736
H -0.447 1.355 3.049
H -1.168 0.669 4.473
H -1.692 -3.686 -4.412
H 3.186 3.897 4.304
H 0.679 1.493 5.928
H -3.712 3.413 -2.701
H 1.643 3.103 -3.295
H 1.709 5.422 5.384
H -3.651 -1.141 -0.688
H -2.168 2.924 3.709
H -0.157 4.878 6.693
H -5.546 -4.034 -6.318
H -1.258 4.882 4.690
H 3.144 -3.983 -0.287
H 2.642 3.245 -1.806
H 2.254 -7.914 -3.418
H -4.533 -0.435 -4.168
H 3.580 -1.325 3.102
H 1.040 3.945 -1.799
H 2.235 4.345 6.670
H -2.265 1.649 -3.679
H 1.783 0.132 2.174
H 2.770 -3.650 -3.857
H 1.134 0.359 4.685
H 4.193 -3.447 1.917
H -5.122 0.599 0.257
```

Results
- Orbital gap (alpha / beta): 2.82 / 3.44 eV
- E_LUMO (alpha / beta): -9.9 / -9.2 eV
- Net charge: +2



ΔE to the lowest compared entry with this formula, charge and spin, respectively: 0.0000; 5.3759; 0.8207; 6.0391; 0.3202; 5.4029 eV.
Molecular weight, respectively: 385.7; 167.6; 241.0; 84.2; 60.1; 805.4 g mol⁻¹.